w | ORCA calculation (the ωB97M-V functional and the def2-TZVPD basis) on the molecule C4H6N2O.

XYZ file:
```
13
Properties=species:S:1:pos:R:3:nbo_charge:R:1
C 0.984 -1.277 1.319 0.27
C -0.173 0.327 -2.191 -0.42
C -0.203 0.507 0.377 0.34
C -0.181 -0.502 1.509 -0.56
N 1.890 -1.962 1.149 -0.32
N -0.400 0.098 -0.895 -0.41
O 0.294 1.731 0.812 -0.70
H -0.684 -0.375 -2.895 0.19
H 0.291 1.121 -2.577 0.18
H -0.951 -1.248 1.457 0.25
H -0.153 -0.066 2.462 0.27
H -0.707 -0.898 -0.822 0.41
H -0.006 2.543 0.294 0.50
```

## Properties
Total charge: 0
E_LUMO (eV): 0.399
HOMO-LUMO gap (Eh): 0.264
HOMO energy (Eh): -0.2492

***

x | ORCA calculation (the ωB97M-V functional and the def2-TZVPD basis) on a structure of composition C4H6N2O.

XYZ file:
```
13
Properties=species:S:1:pos:R:3:nbo_charge:R:1
N -2.620 0.417 -0.586 -0.69
C -1.361 0.415 -0.523 0.31
O -0.848 -0.841 -0.141 -0.54
C 0.526 -1.093 -0.292 -0.05
C 1.321 -0.448 0.855 -0.53
C 1.163 0.999 0.674 0.40
N 0.522 1.832 0.180 -0.42
H -2.904 1.361 -0.830 0.34
H -0.592 1.700 -0.475 0.29
H 0.875 -0.705 -1.255 0.18
H 0.680 -2.180 -0.277 0.20
H 0.869 -0.718 1.813 0.26
H 2.370 -0.739 0.857 0.25
```

## Properties
Total charge: 0
E_LUMO (alpha / beta) (eV): 0.243 / 0.243
HOMO-LUMO gap (alpha / beta) (Eh): 0.324 / 0.324
HOMO energy (alpha / beta) (Eh): -0.3155 / -0.3155

***

It is w that is the most stable of them.

***

w | ORCA calculation (the ωB97M-V functional and the def2-TZVPD basis) on the molecule C4H6N2O.

XYZ file:
```
13
Properties=species:S:1:pos:R:3:nbo_charge:R:1
H -1.916 -0.240 -1.184 0.36
N -0.989 0.126 -1.365 -0.56
C -0.611 1.029 -0.575 0.45
C -1.367 1.603 0.543 0.18
N -1.971 2.019 1.439 -0.26
O 0.720 1.255 -0.512 -0.49
C 1.148 0.172 0.336 -0.08
C 0.570 -1.342 -0.062 -0.66
H 2.249 0.298 0.370 0.22
H 0.776 0.391 1.348 0.17
H -0.376 -1.677 -0.561 0.24
H 1.311 -1.826 -0.689 0.22
H 0.455 -1.807 0.913 0.21
```

## Properties
Total charge: 0
E_LUMO (eV): 0.107
HOMO-LUMO gap (Eh): 0.398
HOMO energy (Eh): -0.3942
SMILES: [H]/N=C(\C#N)OCC

***

x | ORCA calculation (the ωB97M-V functional and the def2-TZVPD basis) on the molecule C4H6N2O.

XYZ file:
```
13
Properties=species:S:1:pos:R:3:nbo_charge:R:1
H 0.188 -1.333 2.704 0.33
N 0.647 -0.542 2.261 -0.69
C 0.323 -0.347 1.039 0.29
C -0.584 -0.920 0.042 -0.52
C -0.643 -0.020 -0.982 0.56
O -1.347 -0.035 -2.124 -0.65
N 0.113 1.102 -0.793 -0.60
C 0.964 0.857 0.361 -0.27
H -1.213 -1.799 0.118 0.22
H -1.877 -0.841 -2.163 0.50
H 0.461 1.588 -1.605 0.40
H 0.979 1.674 1.086 0.22
H 1.990 0.615 0.057 0.21
```

## Properties
Total charge: 0
E_LUMO (eV): 0.563
HOMO-LUMO gap (Eh): 0.318
HOMO energy (Eh): -0.2970
SMILES: [H]/N=C1\C=C(O)NC1

***

y | ORCA calculation (the ωB97M-V functional and the def2-TZVPD basis) on the molecule C4H6N2O.

XYZ file:
```
13
Properties=species:S:1:pos:R:3:nbo_charge:R:1
H 0.828 0.847 2.595 0.35
N 0.109 0.990 1.926 -0.68
C -0.186 -0.217 1.465 0.20
N -1.301 -0.414 0.512 -0.38
C -1.078 0.987 -0.306 -0.32
C -0.348 -0.279 -0.812 -0.21
C 1.123 -0.405 -0.867 0.33
O 1.470 -0.849 -2.036 -0.51
H 0.142 -1.009 2.379 0.21
H -2.051 1.296 -0.993 0.25
H -0.379 1.713 0.438 0.31
H -0.890 -0.686 -1.850 0.27
H 1.864 0.076 -0.224 0.18
```

## Properties
Total charge: 0
E_LUMO (eV): 0.015
HOMO-LUMO gap (Eh): 0.367
HOMO energy (Eh): -0.3669
SMILES: [H]/N=C/N1C[C@H]1C=O

***

It is x that is the most stable of them.

***

w | ORCA calculation (the ωB97M-V functional and the def2-TZVPD basis) on the molecule C4H8N4O.

XYZ file:
```
17
Properties=species:S:1:pos:R:3:nbo_charge:R:1
H 2.308 2.436 -0.643 0.35
N 1.524 2.064 -0.092 -0.63
C 1.052 1.008 -0.674 0.12
C -0.252 0.274 -0.140 0.19
N -1.248 0.292 -1.180 -0.83
N -0.850 1.065 0.913 -0.83
C 0.103 -1.137 0.294 -0.17
N -0.933 -2.073 0.463 -0.82
C 1.359 -1.509 0.355 0.66
O 2.467 -1.897 0.424 -0.45
H 1.491 0.632 -1.615 0.17
H -1.657 -0.643 -1.221 0.38
H -2.005 0.891 -0.862 0.37
H -0.100 1.260 1.584 0.37
H -0.994 2.000 0.524 0.36
H -0.605 -2.977 0.803 0.38
H -1.660 -1.686 1.068 0.39
```

## Properties
Total charge: 0
E_LUMO (eV): 0.508
HOMO-LUMO gap (Eh): 0.321
HOMO energy (Eh): -0.3022
SMILES: [H]/N=C/C(N)(N)C(N)=C=O

***

x | ORCA calculation (the ωB97M-V functional and the def2-TZVPD basis) on the molecule C4H8N4O.

XYZ file:
```
17
Properties=species:S:1:pos:R:3:nbo_charge:R:1
N -2.134 -0.812 -0.119 -0.71
N -1.005 -1.613 -0.001 -0.37
C 0.099 -0.956 -0.099 0.39
N 1.308 -1.645 -0.153 -0.31
O 2.340 -0.738 0.151 -0.38
C 1.900 0.567 -0.269 -0.07
C 0.379 0.492 -0.054 -0.06
C -0.434 1.472 0.672 -0.23
N -0.466 1.465 -0.792 -0.56
H -2.680 -0.873 0.763 0.35
H -2.720 -1.311 -0.778 0.36
H 1.336 -2.454 0.421 0.39
H 2.149 0.729 -1.365 0.19
H 2.468 1.229 0.410 0.21
H -1.339 1.204 1.243 0.21
H 0.053 2.388 1.054 0.21
H -1.253 0.856 -1.083 0.38
```

## Properties
Total charge: 0
E_LUMO (eV): 0.973
HOMO-LUMO gap (Eh): 0.353
HOMO energy (Eh): -0.3168
SMILES: N/N=C1/NOC[C@]12CN2

***

y | ORCA calculation (the ωB97M-V functional and the def2-TZVPD basis) on the molecule C4H8N4O.

XYZ file:
```
17
Properties=species:S:1:pos:R:3:nbo_charge:R:1
C 2.830 -1.077 0.286 -0.26
O 2.010 -0.183 1.135 -0.50
C 0.800 0.005 0.659 0.64
N 0.496 -0.134 -0.603 -0.55
C -0.826 0.221 -0.697 0.20
N -1.459 0.290 -1.969 -0.85
C -1.409 0.364 0.538 0.19
N -2.732 0.927 0.932 -0.79
N -0.316 0.254 1.399 -0.56
H 3.157 -0.558 -0.724 0.22
H 2.232 -2.078 0.148 0.20
H 3.627 -1.315 0.972 0.19
H -1.148 -0.455 -2.655 0.37
H -1.067 1.085 -2.554 0.36
H -3.170 0.696 0.074 0.37
H -2.502 1.959 0.710 0.36
H -0.522 -0.001 2.349 0.42
```

## Properties
Total charge: 0
E_LUMO (eV): 0.843
HOMO-LUMO gap (Eh): 0.319
HOMO energy (Eh): -0.2884
SMILES: COc1nc(N)c(N)[nH]1

***

z | ORCA calculation (the ωB97M-V functional and the def2-TZVPD basis) on a structure of composition C4H8N4O.

XYZ file:
```
17
Properties=species:S:1:pos:R:3:nbo_charge:R:1
C -0.634 -1.037 1.696 -0.75
C -0.416 0.010 0.614 0.42
C 1.176 -1.027 -0.858 0.28
C -0.102 0.812 -1.810 0.80
H -1.972 -1.450 1.515 0.27
H -0.388 -0.603 2.992 0.28
H 0.337 -2.124 1.711 0.30
H -1.416 1.211 1.773 0.34
H 1.419 -1.402 -1.834 0.22
H 2.509 -1.027 0.914 0.34
H -1.136 2.350 -2.302 0.41
H -0.600 2.271 -0.253 0.48
N -0.547 1.249 0.905 -0.66
N 0.244 -0.032 -0.662 -0.54
N 2.131 -1.527 -0.102 -0.67
N -0.520 2.131 -1.414 -0.90
O -0.085 0.194 -2.884 -0.61
```

## Properties
Total charge: 0
E_LUMO (eV): 0.067
HOMO-LUMO gap (Eh): 0.352
HOMO energy (Eh): -0.3493

***

It is y that is the most stable of them.

***

w | ORCA calculation (the ωB97M-V functional and the def2-TZVPD basis) on the molecule C4H8N4O.

XYZ file:
```
17
Properties=species:S:1:pos:R:3:nbo_charge:R:1
N -3.972 -0.853 -0.399 -0.43
C -2.836 -0.784 -0.154 0.41
N -1.538 -0.704 0.159 -0.65
C -1.006 0.484 0.183 0.65
N -1.650 1.608 -0.283 -0.82
N 0.252 0.646 0.696 -0.59
C 1.105 -0.502 0.945 -0.24
C 1.793 -0.939 -0.323 -0.08
O 2.503 0.183 -0.822 -0.74
H -1.364 2.528 0.060 0.40
H -2.645 1.517 -0.477 0.42
H 0.780 1.406 0.306 0.40
H 0.492 -1.310 1.353 0.24
H 1.832 -0.162 1.668 0.21
H 1.024 -1.270 -1.031 0.18
H 2.450 -1.820 -0.168 0.17
H 2.780 -0.026 -1.715 0.48
```

## Properties
Total charge: 0
E_LUMO (eV): 0.548
HOMO-LUMO gap (Eh): 0.362
HOMO energy (Eh): -0.3420
SMILES: N#C/N=C(\N)NCCO

***

x | ORCA calculation (the ωB97M-V functional and the def2-TZVPD basis) on the molecule C4H8N4O.

XYZ file:
```
17
Properties=species:S:1:pos:R:3:nbo_charge:R:1
C -0.146 1.941 -0.172 -0.02
N -0.714 1.054 0.535 -0.28
N -1.186 -0.038 -0.246 -0.33
C -2.566 -0.110 0.017 -0.41
C -0.445 -1.168 0.011 0.63
O -0.863 -2.305 -0.023 -0.57
C 1.071 -1.071 0.048 -0.09
N 1.775 -0.004 -0.109 -0.19
N 3.058 -0.215 -0.033 -0.60
H 0.457 2.783 0.270 0.20
H -0.217 1.777 -1.223 0.17
H -3.060 0.773 -0.473 0.20
H -2.844 -0.024 1.045 0.20
H -2.982 -0.982 -0.386 0.23
H 1.640 -2.117 0.097 0.17
H 3.365 -0.922 0.581 0.35
H 3.657 0.629 0.060 0.37
```

## Properties
Total charge: 0
E_LUMO (eV): 0.649
HOMO-LUMO gap (Eh): 0.357
HOMO energy (Eh): -0.3334
SMILES: C=NN(C)C(=O)/C=N/N

***

It is w that is the most stable of them.

***

w | ORCA calculation (the ωB97M-V functional and the def2-TZVPD basis) on a cluster of 2 separate species, C4H10O2S in total.

XYZ file:
```
17
Properties=species:S:1:pos:R:3:nbo_charge:R:1
O 3.159 -1.349 0.622 -0.51
C 2.307 -0.657 1.106 0.45
C 0.850 -0.833 0.766 -0.52
C 0.378 0.010 -0.432 -0.40
C -0.732 -0.662 -1.275 -0.54
S -0.764 -0.100 -2.973 -0.01
H 2.572 0.147 1.816 0.10
H 0.166 -0.814 1.609 0.21
H 0.783 -1.887 0.467 0.22
H 0.121 1.035 -0.188 0.21
H 1.258 0.014 -1.066 0.21
H -1.658 -0.407 -0.745 0.22
H -0.674 -1.740 -1.130 0.22
H -1.813 0.717 -2.852 0.13
O -2.308 2.130 1.286 -0.95
H -1.677 1.421 1.405 0.47
H -1.969 2.973 1.584 0.48
```

## Properties
Total charge: 0
E_LUMO (eV): 0.511
HOMO-LUMO gap (Eh): 0.361
HOMO energy (Eh): -0.3418
SMILES: O=CCCCS.O

***

x | ORCA calculation (the ωB97M-V functional and the def2-TZVPD basis) on a cluster of 2 separate species, C4H10O2S in total.

XYZ file:
```
17
Properties=species:S:1:pos:R:3:nbo_charge:R:1
C -0.696 -2.058 0.137 -0.63
C -2.214 1.513 -0.072 -0.82
C -0.074 -0.726 0.280 -0.74
C 2.570 0.530 0.304 0.68
O 2.971 -0.084 -0.863 -0.70
O 1.935 1.516 0.412 -0.59
S -0.845 0.443 -0.698 0.59
H -1.134 -2.011 -0.872 0.20
H 0.171 -2.823 0.069 0.20
H -1.342 -2.251 0.963 0.19
H -3.170 1.001 -0.173 0.22
H -2.214 2.450 -0.749 0.22
H -2.122 1.699 0.925 0.22
H 0.419 -0.438 1.210 0.20
H 3.214 -0.015 1.095 0.12
H 2.349 0.100 -1.567 0.49
H 0.183 1.153 -0.400 0.15
```

## Properties
Total charge: 0
E_LUMO (eV): 0.674
HOMO-LUMO gap (Eh): 0.279
HOMO energy (Eh): -0.2537

***

It is w that is the most stable of them.

***

w | ORCA calculation (the ωB97M-V functional and the def2-TZVPD basis) on a structure of composition C7H12N2.

XYZ file:
```
21
Properties=species:S:1:pos:R:3:nbo_charge:R:1
C 0.696 -1.738 0.331 -0.45
C -1.343 -1.387 -0.297 -0.07
C -1.512 1.260 -0.498 -0.15
C 0.194 1.516 -0.760 -0.11
C 1.528 -0.124 0.849 -0.04
C 0.098 0.292 1.017 -0.50
C 0.002 0.124 -0.374 -0.04
H 1.164 -2.039 -0.561 0.16
H 0.694 -2.682 0.905 0.18
H -1.279 -2.165 -1.058 0.20
H -1.922 -1.627 0.498 0.17
H -1.745 1.397 0.533 0.18
H -2.246 1.886 -1.187 0.22
H 0.561 1.655 -1.915 0.20
H 2.571 1.723 -0.519 0.40
H 2.222 0.114 1.718 0.23
H -0.444 -0.333 1.663 0.22
H -0.048 1.206 1.531 0.23
H 0.730 -0.324 -0.946 0.24
N -1.512 -0.079 -0.939 -0.54
N 1.590 1.325 0.011 -0.71
```

## Properties
Total charge: 0
E_LUMO (eV): 0.772
HOMO-LUMO gap (Eh): 0.323
HOMO energy (Eh): -0.2942

***

x | ORCA calculation (the ωB97M-V functional and the def2-TZVPD basis) on the molecule C7H12N2.

XYZ file:
```
21
Properties=species:S:1:pos:R:3:nbo_charge:R:1
C -0.104 -1.605 -1.140 -0.41
C 0.305 -0.200 -1.522 -0.25
C 1.090 -1.005 -0.525 -0.25
C 1.071 -0.145 0.743 -0.09
C -0.099 -0.376 1.657 -0.23
N -1.417 0.045 1.116 -0.63
C -1.432 1.063 0.074 -0.21
C -0.144 1.040 -0.767 -0.10
N 0.917 1.231 0.255 -0.61
H -1.021 -1.775 -0.590 0.21
H 0.123 -2.415 -1.833 0.22
H 0.668 -0.092 -2.548 0.22
H 2.042 -1.444 -0.778 0.22
H 2.013 -0.295 1.282 0.22
H 0.063 0.206 2.535 0.20
H -0.194 -1.414 1.984 0.20
H -1.985 -0.716 0.775 0.35
H -2.369 0.855 -0.470 0.19
H -1.520 2.048 0.532 0.19
H -0.190 1.932 -1.380 0.21
H 1.747 1.545 -0.234 0.36
```

## Properties
Total charge: 0
E_LUMO (eV): 1.028
HOMO-LUMO gap (Eh): 0.342
HOMO energy (Eh): -0.3039
SMILES: C1[C@@H]2[C@H]1[C@@H]1CNC[C@H]2N1

***

It is x that is the most stable of them.